# 1
ORCA calculation (ωB97M-V with the def2-TZVPD basis set) on a 3-piece molecular cluster, C4H15N3O overall at a distorted geometry.

Structure (XYZ):
```
23
Properties=species:S:1:pos:R:3
C -0.07444 -0.73244 0.36446
N 1.25611 -0.17060 0.29766
C -0.90599 -0.26683 -0.81456
C -0.47937 -1.14333 -2.01078
N -2.30913 -0.40907 -0.54045
C 1.92899 2.33385 0.99959
N 1.68431 2.90246 2.33572
H 0.01286 -1.78992 0.44524
H -0.58697 -0.41989 1.36190
H 1.70264 1.15826 0.83928
H 2.00550 -0.77507 0.68268
H -0.47785 0.71412 -0.95240
H -1.02078 -2.03875 -1.73264
H -0.63117 -0.51956 -2.92900
H 0.63834 -1.33039 -1.94005
H -2.71620 -0.06303 -1.35505
H 2.89933 2.53595 0.75148
H 1.24319 2.64615 0.21424
H 2.39701 2.57525 2.97260
H 0.67210 2.81771 2.72977
H -2.58286 -3.58979 -0.33800
H -2.56665 -1.47796 -0.56850
O -2.08898 -2.95711 -0.81320
```

Output
- ⟨S²⟩: 0.756
- Spin multiplicity: 2
- Energy above the lowest of the compared OMol25 structures with the same formula, charge and spin: 260.99 kJ/mol
- E_HOMO (spin up / spin down): -3.5054 / -3.5018 eV
- Molecular weight: 121.2 u
- Net charge: -1
- HOMO-LUMO gap (spin up / spin down): 7.11 / 6.45 eV

# 2
ORCA calculation (ωB97M-V with the def2-TZVPD basis set) on a 2-piece molecular cluster, C4H15N3O overall at a distorted geometry.

Structure (XYZ):
```
23
Properties=species:S:1:pos:R:3
C 0.81036 -0.98082 -0.00884
N -0.00091 -0.29114 -0.96556
C -0.98599 -0.94965 -1.84241
N -1.41597 -2.22032 -1.29938
C 1.11706 -0.14783 1.24019
C 1.93291 1.10551 0.92113
N -0.14341 0.14059 1.93446
H 1.78441 -1.18514 -0.49000
H 0.40360 -1.95770 0.26929
H -0.44025 0.51644 -0.50530
H -0.47066 -1.05749 -2.80804
H -1.84285 -0.30464 -1.93586
H -2.36311 -2.41757 -1.59323
H -0.73499 -2.94452 -1.52744
H 1.62981 -0.85065 1.89468
H 2.66476 0.98451 0.12873
H 1.23649 1.83701 0.53300
H 2.43573 1.53399 1.78976
H -0.63706 0.91667 1.50844
H 0.10391 0.45870 2.86009
H -1.33628 2.99222 -0.59201
H -2.32533 2.50631 0.39197
O -1.42224 2.31547 0.09633
```

Output
- ⟨S²⟩: 0.754
- Spin multiplicity: 2
- Energy above the lowest of the compared OMol25 structures with the same formula, charge and spin: 0.00 kJ/mol
- E_HOMO (spin up / spin down): -13.2024 / -13.1986 eV
- Molecular weight: 121.2 u
- Net charge: +1
- HOMO-LUMO gap (spin up / spin down): 10.38 / 5.83 eV

# 3
ORCA calculation (ωB97M-V with the def2-TZVPD basis set) on a 2-piece molecular cluster, C4H15N3O overall at a distorted geometry.

Structure (XYZ):
```
23
Properties=species:S:1:pos:R:3
C -0.37264 -1.45775 -1.00093
C -1.06908 -0.35942 -0.18926
C -0.30052 0.94565 -0.15304
C -0.29514 1.75441 -1.22844
N 0.26764 2.96430 -1.33975
N 0.19484 1.35514 1.17028
N -0.62928 -2.84403 -0.47967
H -0.55609 -1.45406 -2.07073
H 0.70234 -1.25499 -1.01813
H -2.04458 -0.17814 -0.61333
H -1.33291 -0.75202 0.79484
H -0.73854 1.40128 -2.14960
H 0.30512 3.48904 -2.20065
H 0.68752 3.46562 -0.58173
H 0.70291 0.56455 1.65716
H -0.59821 1.56295 1.79421
H 0.73057 2.21875 1.14858
H 0.19779 -3.26217 -0.04055
H -1.43105 -2.92631 0.16552
H -0.95087 -3.46582 -1.21971
H 2.75041 -0.50858 1.97655
H 1.92524 -0.82226 3.23111
O 1.85454 -0.43615 2.34730
```

Output
- Energy above the lowest of the compared OMol25 structures with the same formula, charge and spin: 126.62 kJ/mol
- E_HOMO: -15.7791 eV
- Molecular weight: 121.2 u
- Net charge: +2
- HOMO-LUMO gap: 9.25 eV